# 1
Computed, not measured: a cluster of 2 separate species, C4H10N2O3 in total in a non-equilibrium geometry, with ωB97M-V/def2-TZVPD.

ORCA input file:
```
! RIJCOSX wB97M-V def2-TZVPD def2/J DEFGRID3
* xyz 0 1
C 0.299 1.879 -0.858
N 0.516 0.853 0.159
C 1.388 -0.868 -0.592
O 2.351 -1.268 0.028
H 1.232 1.085 0.842
H 1.391 -0.551 -1.644
H -0.544 1.638 -1.504
H 0.141 2.849 -0.387
H 1.171 1.907 -1.513
C -0.474 -0.348 2.113
C -0.714 0.209 0.737
N -0.823 -1.469 -1.598
O -0.018 -1.613 -0.410
O -1.817 0.481 0.293
H -1.612 -0.893 -1.273
H -1.201 -2.404 -1.739
H -0.795 0.377 2.865
H -1.064 -1.261 2.210
H 0.574 -0.605 2.272
*
```

- orbital gap (eV) = 10.448
- M (g/mol) = 134.14
- LUMO energy (eV) = 0.76
- ΔE to the lowest compared entry with this formula, charge and spin (kJ/mol) = 352.5
- highest occupied orbital energy (hartree) = -0.3562
- DFT total energy (eV) = -13430.203

---

# 2
Computed, not measured: a cluster of 2 separate species, C4H10N2O3S in total in a non-equilibrium geometry, with ωB97M-V/def2-TZVPD.

ORCA input file:
```
! RIJCOSX wB97M-V def2-TZVPD def2/J DEFGRID3
* xyz 0 1
C -0.866 -0.428 0.373
C 0.216 -0.673 -0.734
C -0.797 0.877 1.264
C -1.484 2.001 0.540
H 3.312 -0.997 -2.006
H 4.646 -1.640 -0.858
H -1.808 -2.023 1.202
H -0.663 -1.529 2.024
H -1.859 -0.317 -0.239
H -1.235 0.730 2.214
H 0.263 1.168 1.439
H -0.210 1.816 -1.056
H -1.387 3.051 -1.140
H 0.106 -2.398 -0.143
N -0.949 -1.709 1.155
N -1.003 2.284 -0.682
O 0.730 0.154 -1.473
O -2.229 2.805 1.055
O 0.658 -1.915 -0.788
S 4.558 -1.257 -2.147
*
```

- orbital gap (eV) = 9.798
- M (g/mol) = 166.20
- LUMO energy (eV) = 0.35
- ΔE to the lowest compared entry with this formula, charge and spin (kJ/mol) = 51.7
- highest occupied orbital energy (hartree) = -0.3471
- DFT total energy (eV) = -24268.208

---

# 3
Computed, not measured: a cluster of 2 separate species, C4H10N2O4 in total in a non-equilibrium geometry, with ωB97M-V/def2-TZVPD.

ORCA input file:
```
! RIJCOSX wB97M-V def2-TZVPD def2/J DEFGRID3
* xyz 0 1
C -2.499 -0.402 0.317
C -0.245 -0.592 0.845
C -1.180 0.433 0.313
C 2.101 0.669 -0.431
N 2.035 2.015 -0.381
N 0.234 -1.435 -0.024
O 1.334 -2.141 0.432
O -0.144 -1.782 -1.161
O -0.840 0.752 -1.011
O 2.640 -0.054 0.368
H -2.618 -1.000 -0.618
H -3.508 0.209 0.446
H -2.558 -1.127 1.037
H 0.150 -0.579 1.919
H -1.343 1.185 1.046
H 1.791 0.363 -1.388
H 1.726 2.640 -1.088
H 1.990 2.503 0.476
H -1.289 0.098 -1.584
H 2.222 -1.752 0.489
*
```

- orbital gap (alpha / beta) (eV) = 9.346 / 9.346
- M (g/mol) = 150.13
- LUMO energy (alpha / beta) (eV) = 0.68 / 0.68
- ΔE to the lowest compared entry with this formula, charge and spin (kJ/mol) = 518.4
- highest occupied orbital energy (alpha / beta) (hartree) = -0.3185 / -0.3185
- DFT total energy (eV) = -15475.495

---

# 4
Computed, not measured: a cluster of 2 separate species, C4H10N2OS in total in a non-equilibrium geometry, with ωB97M-V/def2-TZVPD.

ORCA input file:
```
! RIJCOSX wB97M-V def2-TZVPD def2/J DEFGRID3
* xyz 0 1
N 2.287 2.849 -0.671
C -0.131 -0.135 0.482
C -0.075 0.604 1.685
S 1.467 1.265 2.194
C -1.462 -0.430 -0.004
N -1.610 -1.500 -0.880
C -0.510 -2.384 -1.196
O -2.452 0.200 0.289
H 1.499 2.373 -1.086
H 2.140 3.844 -0.770
H 2.359 2.591 0.308
H 0.774 -0.630 0.163
H -0.324 0.003 2.581
H -0.831 1.403 1.580
H -2.486 -1.971 -0.712
H -0.842 -3.236 -1.792
H 0.261 -1.964 -1.844
H -0.061 -2.880 -0.327
*
```

- orbital gap (eV) = 5.331
- M (g/mol) = 134.20
- LUMO energy (eV) = -3.01
- ΔE to the lowest compared entry with this formula, charge and spin (kJ/mol) = 437.2
- highest occupied orbital energy (hartree) = -0.3066
- DFT total energy (eV) = -20169.391

---

# 5
Computed, not measured: an isolated molecule of C4H10N2OS in a non-equilibrium geometry, with ωB97M-V/def2-TZVPD.

ORCA input file:
```
! RIJCOSX wB97M-V def2-TZVPD def2/J DEFGRID3
* xyz 0 1
C 0.149 -0.982 -0.316
N 1.600 -0.884 0.005
C 1.933 -0.933 1.392
N 1.551 -2.091 2.001
O 2.473 -0.019 1.961
C -0.423 0.402 -0.651
C -1.567 0.454 -1.694
S -2.647 1.885 -1.319
H 0.073 -1.762 -1.064
H -0.452 -1.229 0.565
H 1.990 -0.065 -0.415
H 2.129 -2.366 2.787
H 0.968 -2.797 1.598
H -0.733 0.917 0.260
H 0.353 1.067 -1.042
H -1.217 0.322 -2.719
H -2.234 -0.400 -1.535
H -1.743 2.802 -0.941
*
```

- orbital gap (eV) = 10.023
- M (g/mol) = 134.20
- LUMO energy (eV) = 0.82
- ΔE to the lowest compared entry with this formula, charge and spin (kJ/mol) = 68.9
- highest occupied orbital energy (hartree) = -0.3383
- DFT total energy (eV) = -20173.208

---

# 6
Computed, not measured: a cluster of 2 separate species, C4H10N2S in total in a non-equilibrium geometry, with ωB97M-V/def2-TZVPD.

ORCA input file:
```
! RIJCOSX wB97M-V def2-TZVPD def2/J DEFGRID3
* xyz 0 1
C -1.277 -2.011 -0.329
C -1.098 -1.058 0.541
C 2.676 0.010 -0.372
C 2.189 0.624 0.718
N -0.695 0.613 -1.486
N -2.652 1.246 0.216
S -0.927 0.705 0.011
H -1.327 -3.066 0.117
H -1.257 -1.651 -1.320
H -1.056 -1.098 1.573
H 3.016 -0.966 -0.461
H -2.656 2.168 0.621
H 2.662 0.564 -1.300
H 1.717 1.531 0.860
H 2.338 0.262 1.743
H 0.024 1.123 -1.948
H -3.114 0.645 0.902
*
```

- orbital gap (eV) = 9.131
- M (g/mol) = 118.20
- LUMO energy (eV) = 0.57
- ΔE to the lowest compared entry with this formula, charge and spin (kJ/mol) = 427.2
- highest occupied orbital energy (hartree) = -0.3145
- DFT total energy (eV) = -18121.157

---

# 7
Computed, not measured: an isolated molecule of C4H10N2S in a non-equilibrium geometry, with ωB97M-V/def2-TZVPD.

ORCA input file:
```
! RIJCOSX wB97M-V def2-TZVPD def2/J DEFGRID3
* xyz 0 1
C -1.076 -1.173 -0.623
C -1.165 -0.355 0.678
C -1.395 1.181 0.081
C 1.714 0.170 0.404
H -0.771 -2.207 -0.272
H -1.908 -1.063 -1.548
H -0.019 -0.623 -0.980
H -2.028 -0.551 1.440
H -2.627 1.390 0.090
H -0.906 2.081 0.859
H -0.942 1.166 -1.153
H 2.107 -1.723 -0.224
H 3.195 -0.251 -0.800
H 1.070 1.807 0.566
N 2.466 -0.809 -0.187
N 1.849 1.388 0.039
S 0.438 -0.429 1.631
*
```

- orbital gap (eV) = 9.810
- M (g/mol) = 118.20
- LUMO energy (eV) = 0.75
- ΔE to the lowest compared entry with this formula, charge and spin (kJ/mol) = 331.5
- highest occupied orbital energy (hartree) = -0.3330
- DFT total energy (eV) = -18122.148

---

# 8
Computed, not measured: an isolated molecule of C4H10N2S in a non-equilibrium geometry, with ωB97M-V/def2-TZVPD.

ORCA input file:
```
! RIJCOSX wB97M-V def2-TZVPD def2/J DEFGRID3
* xyz 0 1
C 0.245 -0.390 1.861
C 0.924 0.287 0.761
C 0.172 1.568 0.263
C -0.343 -1.980 -2.468
H -1.000 -0.363 1.722
H 0.341 0.206 2.794
H 0.590 -1.535 1.884
H 1.887 0.749 1.180
H 0.960 1.852 -0.625
H 0.124 2.340 1.129
H -1.544 2.220 -0.373
H -1.494 0.450 -0.322
H 0.556 -2.302 -2.988
H -1.265 -2.165 -3.052
N -1.242 1.350 0.098
N -0.221 -1.389 -1.255
S 1.310 -0.896 -0.608
*
```

- orbital gap (eV) = 9.295
- M (g/mol) = 118.20
- LUMO energy (eV) = 0.65
- ΔE to the lowest compared entry with this formula, charge and spin (kJ/mol) = 294.0
- highest occupied orbital energy (hartree) = -0.3178
- DFT total energy (eV) = -18122.537

---

# 9
Computed, not measured: an isolated molecule of C4H10N2S in a non-equilibrium geometry, with ωB97M-V/def2-TZVPD.

ORCA input file:
```
! RIJCOSX wB97M-V def2-TZVPD def2/J DEFGRID3
* xyz 0 1
C 0.564 0.648 -1.351
C 1.053 1.390 -0.079
C 0.151 -0.729 1.283
C -1.237 -0.125 1.682
N -0.581 -0.100 -1.220
N -0.557 -1.327 -1.768
S 1.534 0.248 1.191
H 0.461 1.376 -2.307
H 1.415 0.145 -1.662
H 1.885 2.062 -0.296
H 0.301 1.957 0.406
H 0.269 -1.733 1.883
H -1.240 -0.521 2.748
H -1.964 -0.505 0.994
H -1.136 0.931 1.587
H 0.372 -1.848 -1.630
H -1.289 -1.868 -1.461
*
```

- orbital gap (alpha / beta) (eV) = 7.745 / 8.105
- M (g/mol) = 118.20
- LUMO energy (alpha / beta) (eV) = 0.64 / 0.42
- ΔE to the lowest compared entry with this formula, charge and spin (kJ/mol) = 442.4
- highest occupied orbital energy (alpha / beta) (hartree) = -0.2610 / -0.2823
- DFT total energy (eV) = -18121.000

---

# 10
Computed, not measured: an isolated molecule of C4H10N2S in a non-equilibrium geometry, with ωB97M-V/def2-TZVPD.

ORCA input file:
```
! RIJCOSX wB97M-V def2-TZVPD def2/J DEFGRID3
* xyz 0 1
C 0.349 -0.839 -1.191
C -0.316 0.166 -0.234
C -1.825 0.048 -0.207
C 1.213 0.801 1.675
N 1.433 -1.471 -0.455
N 0.218 -0.154 1.235
S 0.784 -1.749 1.140
H -0.403 -1.559 -1.542
H 0.779 -0.329 -2.057
H -0.002 1.187 -0.446
H -2.114 -0.955 0.095
H -2.227 0.254 -1.197
H -2.243 0.757 0.501
H 1.501 0.538 2.692
H 2.109 0.811 1.044
H 0.768 1.796 1.688
H 1.738 -2.343 -0.873
*
```

- orbital gap (eV) = 8.688
- M (g/mol) = 118.20
- LUMO energy (eV) = 0.86
- ΔE to the lowest compared entry with this formula, charge and spin (kJ/mol) = 109.6
- highest occupied orbital energy (hartree) = -0.2878
- DFT total energy (eV) = -18124.448

---

# 11
Computed, not measured: a structure of composition C4H10N3 in a non-equilibrium geometry, with ωB97M-V/def2-TZVPD.

ORCA input file:
```
! RIJCOSX wB97M-V def2-TZVPD def2/J DEFGRID3
* xyz 1 1
C -0.595 -1.323 0.596
C 0.147 -1.379 -0.458
C -0.307 -0.046 1.378
C 0.702 0.465 -1.844
N 0.827 0.480 0.582
N -1.360 0.982 1.264
N 1.073 -0.200 -0.550
H -1.277 -2.026 0.996
H 0.139 -2.037 -1.237
H -0.163 -0.174 2.506
H 1.206 1.410 -2.156
H 0.379 -0.217 -2.636
H -0.204 1.031 -1.475
H 0.649 1.418 0.381
H -1.229 1.768 1.940
H -2.292 0.593 1.425
H 2.302 -0.743 -0.712
*
```

- orbital gap (eV) = 9.934
- M (g/mol) = 100.14
- LUMO energy (eV) = -4.06
- ΔE to the lowest compared entry with this formula, charge and spin (kJ/mol) = 450.5
- highest occupied orbital energy (hartree) = -0.5142
- DFT total energy (eV) = -8769.930

---

# 12
Computed, not measured: the ion C4H10N3 with charge +1 in a non-equilibrium geometry, with ωB97M-V/def2-TZVPD.

ORCA input file:
```
! RIJCOSX wB97M-V def2-TZVPD def2/J DEFGRID3
* xyz 1 1
C 0.702 -1.444 0.051
C 0.189 -0.774 -1.182
C 0.013 -0.107 0.272
C 0.709 1.184 0.608
N 1.057 -2.532 0.516
N 0.688 -0.218 -2.310
N -1.396 -0.260 0.991
H -0.690 -1.461 -1.359
H 0.376 1.892 -0.195
H 1.862 1.234 0.599
H 0.448 1.425 1.696
H 0.828 -2.713 1.456
H 0.983 0.821 -2.215
H 1.310 -0.785 -2.881
H -1.639 0.494 1.623
H -1.265 -1.183 1.403
H -2.154 -0.448 0.341
*
```

- orbital gap (eV) = 9.069
- M (g/mol) = 100.14
- LUMO energy (eV) = -3.74
- ΔE to the lowest compared entry with this formula, charge and spin (kJ/mol) = 399.2
- highest occupied orbital energy (hartree) = -0.4707
- DFT total energy (eV) = -8770.461

---

# 13
Computed, not measured: a cluster of 2 separate species, C4H10N3 in total in a non-equilibrium geometry, with ωB97M-V/def2-TZVPD.

ORCA input file:
```
! RIJCOSX wB97M-V def2-TZVPD def2/J DEFGRID3
* xyz 1 1
C -0.632 -3.147 0.343
C 0.512 0.607 0.173
C 0.019 -3.691 1.300
C -0.273 2.815 -0.246
N -0.963 -2.527 -0.609
N -0.260 0.111 -0.806
N 0.573 1.906 0.429
H 1.303 -0.054 0.621
H -0.442 -3.381 2.313
H 1.021 -4.146 1.345
H -1.304 2.502 -0.019
H -0.196 2.734 -1.350
H -0.197 3.735 0.183
H -1.770 -2.485 -1.130
H -0.342 -1.013 -0.829
H -0.880 0.497 -1.370
H 1.126 2.324 1.116
*
```

- orbital gap (eV) = 9.463
- M (g/mol) = 100.14
- LUMO energy (eV) = -3.24
- ΔE to the lowest compared entry with this formula, charge and spin (kJ/mol) = 279.0
- highest occupied orbital energy (hartree) = -0.4670
- DFT total energy (eV) = -8771.708